Here is a molecular structure, C31H42N3PTm from OMol25. Energies are from the ωB97M-V functional and the def2-TZVPD basis.

⟨S²⟩ = 2.020
HOMO-LUMO gap (alpha / beta) = 5.4 / 4.6 eV
E_tot = -76112.14869 eV
Relative energy (zero: lowest compared OMol25 entry of this formula, charge and spin) = 254.8 kJ/mol

```
! wB97M-V def2-TZVPD RIJCOSX def2/J DEFGRID3
* xyz -1 3
Tm -0.222 -0.055 -0.560
N 0.925 2.591 -3.054
N -2.633 0.145 -1.334
C 0.472 -0.278 1.829
C 0.170 1.104 1.563
C 1.254 1.642 0.794
C 1.366 3.028 0.251
H 0.639 3.694 0.730
H 1.187 3.048 -0.834
H 2.371 3.434 0.427
C 2.228 0.626 0.622
C 3.614 0.835 0.116
H 4.324 0.975 0.949
H 3.677 1.732 -0.512
H 3.974 -0.021 -0.465
C 1.741 -0.572 1.221
C 2.491 -1.855 1.296
H 2.801 -2.202 0.294
H 1.878 -2.644 1.745
H 3.400 -1.744 1.907
C -1.027 1.858 2.051
H -0.812 2.363 3.006
H -1.880 1.188 2.223
H -1.332 2.620 1.323
C -0.336 -1.198 2.682
H -0.178 -2.248 2.405
H -1.408 -0.992 2.574
H -0.080 -1.083 3.748
C 1.502 2.446 -4.163
H 2.386 3.059 -4.208
C 1.110 1.632 -5.245
H 1.627 1.674 -6.107
C -0.062 0.797 -5.069
H -0.365 0.156 -5.862
C -0.755 0.831 -3.901
H -1.700 0.220 -3.667
C -0.279 1.832 -2.900
C -0.473 2.160 -1.521
H -1.560 2.888 -1.156
C -2.403 -0.745 -0.457
C -3.940 0.471 -1.218
H -4.239 1.375 -1.817
C -4.589 -0.380 -0.465
H -5.635 -0.520 -0.260
N -3.586 -1.202 0.095
C -3.628 -2.000 1.216
C -4.329 -1.483 2.329
C -4.417 -2.334 3.388
H -4.987 -1.997 4.250
C -3.811 -3.591 3.383
C -4.005 -4.515 4.531
H -3.095 -5.106 4.716
H -4.821 -5.233 4.341
H -4.258 -3.961 5.443
C -3.055 -3.987 2.292
H -2.555 -4.965 2.295
C -2.928 -3.230 1.180
C -2.119 -3.655 -0.011
H -2.409 -3.178 -0.946
H -2.244 -4.739 -0.121
H -1.043 -3.497 0.162
C -4.850 -0.079 2.359
H -5.650 0.111 1.642
H -4.079 0.695 2.249
H -5.278 0.042 3.358
C 2.233 -0.523 -2.688
P 2.079 -2.308 -2.205
C 2.466 -2.997 -3.879
C 0.224 -2.495 -2.270
H 1.479 -0.223 -3.427
H 2.201 0.181 -1.839
H 3.229 -0.397 -3.144
H 1.831 -2.551 -4.661
H 3.520 -2.796 -4.110
H 2.314 -4.085 -3.863
H -0.211 -2.113 -3.214
H 0.042 -3.587 -2.223
H -0.358 -2.103 -1.390
*
```

Here is a molecular structure, C31H42N9PSe2SiTl from OMol25. Energies are from the ωB97M-V functional and the def2-TZVPD basis.

HOMO-LUMO gap = 6.3 eV
E_tot = -198796.43629 eV
Relative energy (zero: lowest compared OMol25 entry of this formula, charge and spin) = 0.0 kJ/mol

```
! wB97M-V def2-TZVPD RIJCOSX def2/J DEFGRID3
* xyz -1 1
Tl -0.216 0.098 0.001
C 3.240 -1.537 -0.405
C 3.262 0.013 -0.473
N 2.510 0.604 0.620
C 3.006 0.344 1.962
C 1.853 0.122 2.956
N 0.819 -0.773 2.453
C 1.057 -2.206 2.514
C 2.093 -2.719 1.481
N 2.026 -2.053 0.201
H 4.112 -1.893 0.156
H 3.342 -1.909 -1.427
H 2.773 0.334 -1.395
H 4.312 0.348 -0.514
H 2.338 1.589 0.462
H 3.618 1.168 2.353
H 3.647 -0.538 1.932
H 1.371 1.088 3.102
H 2.267 -0.218 3.922
H -0.052 -0.552 2.919
H 0.100 -2.693 2.311
H 1.402 -2.526 3.512
H 1.954 -3.806 1.397
H 3.092 -2.564 1.895
H 1.415 -2.491 -0.469
Se 0.619 -1.247 -3.365
P 0.481 0.857 -3.774
Se 0.662 2.357 -2.222
C -1.117 1.189 -4.633
C -2.012 0.158 -4.891
C -3.276 0.432 -5.402
C -3.653 1.738 -5.673
C -2.761 2.773 -5.424
C -1.509 2.503 -4.894
C 1.810 1.297 -4.984
C 1.894 2.590 -5.501
C 2.975 2.969 -6.281
C 4.002 2.069 -6.538
C 3.935 0.788 -6.015
C 2.841 0.403 -5.247
H -1.724 -0.862 -4.673
H -3.975 -0.378 -5.572
H -4.644 1.953 -6.054
H -3.052 3.799 -5.619
H -0.851 3.321 -4.637
H 1.132 3.319 -5.267
H 3.024 3.978 -6.675
H 4.853 2.373 -7.137
H 4.739 0.086 -6.197
H 2.783 -0.597 -4.835
N -2.803 2.687 0.007
C -3.692 1.705 0.060
N -4.995 2.022 -0.066
C -5.816 0.991 -0.090
N -7.158 1.258 -0.121
N -5.465 -0.298 -0.057
C -4.154 -0.502 0.094
N -3.225 0.434 0.205
C -3.749 -1.948 0.098
C -4.720 -2.943 0.197
C -4.326 -4.267 0.123
C -2.986 -4.559 -0.079
C -2.095 -3.500 -0.161
N -2.461 -2.231 -0.050
H -3.142 3.630 -0.045
H -1.869 2.527 0.373
H -7.408 2.196 -0.381
H -7.749 0.510 -0.436
H -5.752 -2.652 0.328
H -5.056 -5.062 0.219
H -2.636 -5.579 -0.167
H -1.038 -3.671 -0.348
C -1.175 4.984 4.529
Si 0.160 4.814 3.207
C 0.075 6.379 2.162
C 1.815 4.842 4.109
C -0.069 3.320 2.221
C -0.240 2.303 1.546
H -1.084 5.930 5.071
H -1.112 4.170 5.256
H -2.172 4.945 4.081
H 0.234 7.271 2.774
H -0.899 6.472 1.674
H 0.833 6.366 1.375
H 1.935 5.745 4.713
H 2.643 4.799 3.395
H 1.908 3.977 4.772
*
```

Here is a molecular structure, C31H43Al2BBrCl2F4LiN5O6 from OMol25. Energies are from the ωB97M-V functional and the def2-TZVPD basis.

HOMO-LUMO gap = 1.7 eV
E_tot = -172591.31224 eV

```
! wB97M-V def2-TZVPD RIJCOSX def2/J DEFGRID3
* xyz 3 1
C -0.119 -1.463 3.575
B 1.184 -1.625 2.686
O 2.439 -1.519 3.205
C 0.958 -1.879 1.118
C 0.883 -3.158 0.585
C 1.031 -4.365 1.444
C -0.339 -5.099 1.849
C -1.619 -4.499 1.249
C -2.833 -5.405 1.718
N -3.785 -5.542 0.613
C 0.689 -3.346 -0.814
C 0.655 -4.723 -1.433
C 2.093 -5.340 -1.430
C 2.832 -5.181 -2.776
Br 1.938 -7.256 -1.009
C 0.554 -2.277 -1.677
C 0.633 -1.027 -1.133
C 0.834 -0.835 0.246
C 0.934 0.602 0.667
O 0.405 1.050 1.656
C 1.722 1.478 -0.298
C 1.514 1.293 -1.651
C 2.146 2.039 -2.604
C 3.026 3.007 -2.172
N 3.783 3.875 -3.058
C 3.890 3.556 -4.221
O 3.679 3.290 -5.377
C 3.246 3.201 -0.833
C 2.606 2.447 0.126
C 2.877 2.670 1.606
Cl 2.895 4.441 1.873
C 4.262 2.038 2.076
C 4.734 0.885 1.190
Cl 5.623 3.290 2.021
C 0.544 0.191 -2.019
O -0.261 0.281 -2.917
H -0.330 -2.333 4.208
H -0.998 -1.272 2.949
H -0.009 -0.564 4.194
H 2.375 -1.758 4.140
H 1.653 -5.123 0.961
H 1.546 -4.133 2.382
H -0.421 -5.070 2.938
H -0.267 -6.152 1.560
H -1.754 -3.480 1.624
H -1.634 -4.530 0.156
H -2.444 -6.390 1.969
H -3.319 -4.897 2.552
H -3.337 -6.063 -0.139
H -3.984 -4.630 0.208
H -0.067 -5.374 -0.940
H 0.379 -4.619 -2.485
H 2.701 -4.875 -0.657
H 3.856 -4.865 -2.547
H 2.410 -4.404 -3.420
H 2.928 -6.127 -3.306
H 0.394 -2.388 -2.742
H 1.934 1.838 -3.649
H 3.960 3.957 -0.525
H 2.110 2.268 2.261
H 4.204 1.716 3.115
H 3.937 0.167 0.980
H 5.134 1.264 0.245
H 5.555 0.347 1.673
C -0.356 6.742 0.320
O -0.040 7.181 1.417
N 0.282 5.696 -0.277
N -1.392 7.240 -0.403
H 0.012 5.328 -1.170
H 1.034 5.261 0.217
H -1.920 7.999 0.007
H -1.677 6.882 -1.303
C -3.131 1.351 1.291
C -2.795 1.242 -0.192
C -4.069 1.303 -1.129
O -4.806 0.132 -1.177
C -5.748 -0.047 -0.124
N -2.027 0.036 -0.434
H -3.570 0.435 1.689
H -2.224 1.546 1.864
H -3.824 2.171 1.475
H -2.168 2.101 -0.449
H -3.719 1.476 -2.149
H -4.700 2.157 -0.856
H -6.198 0.896 0.186
H -5.274 -0.542 0.730
H -6.534 -0.705 -0.492
H -1.740 0.023 -1.411
H -2.651 -0.766 -0.354
Li 8.065 3.058 2.259
F -6.105 5.595 -1.882
Al -5.000 6.213 -0.750
F -5.815 6.937 0.549
F -3.960 7.368 -1.499
F -4.003 4.933 -0.166
Al 3.886 3.160 -7.575
*
```

| no. | F_max (eV Å⁻¹) |
| --- | --- |
| 1 | 5.91 |
| 2 | 0.50 |
| 3 | 3.24 |